# 1
{
  "formula": "C20H40Br10Cl10",
  "method": "the ωB97M-V functional and the def2-TZVPD basis",
  "elements": ["Br", "C", "C", "Br", "H", "H", "H", "H", "Br", "C", "C", "Br", "H", "H", "H", "H", "Br", "C", "C", "Br", "H", "H", "H", "H", "Br", "C", "C", "Br", "H", "H", "H", "H", "Br", "C", "C", "Br", "H", "H", "H", "H", "Cl", "C", "C", "Cl", "H", "H", "H", "H", "Cl", "C", "C", "Cl", "H", "H", "H", "H", "Cl", "C", "C", "Cl", "H", "H", "H", "H", "Cl", "C", "C", "Cl", "H", "H", "H", "H", "Cl", "C", "C", "Cl", "H", "H", "H", "H"],
  "positions_angstrom": [[-1.363, 3.400, -8.709], [-0.554, 2.099, -7.479], [-0.863, 2.653, -6.078], [-0.556, 1.332, -4.675], [0.498, 2.092, -7.715], [-1.099, 1.164, -7.615], [-1.943, 2.769, -5.949], [-0.327, 3.600, -5.786], [-3.030, -3.746, 4.539], [-1.496, -2.782, 5.303], [-0.269, -2.699, 4.398], [1.056, -1.754, 5.512], [-1.290, -3.472, 6.122], [-1.830, -1.796, 5.589], [-0.329, -2.165, 3.445], [0.161, -3.696, 4.179], [-2.931, 0.513, 4.625], [-1.316, 1.684, 4.513], [-1.233, 2.370, 3.226], [0.373, 3.553, 3.092], [-0.553, 0.939, 4.668], [-1.439, 2.332, 5.372], [-2.049, 3.082, 3.138], [-1.295, 1.745, 2.350], [4.408, 3.686, 1.542], [3.184, 2.880, 0.206], [2.772, 3.921, -0.807], [1.981, 3.037, -2.490], [2.331, 2.602, 0.806], [3.820, 2.113, -0.180], [3.626, 4.523, -1.213], [1.981, 4.594, -0.455], [-5.518, 0.527, 0.968], [-4.528, -1.198, 0.977], [-5.386, -2.397, 0.630], [-4.352, -4.105, 0.466], [-4.213, -1.369, 2.017], [-3.683, -1.105, 0.300], [-5.841, -2.366, -0.328], [-6.134, -2.612, 1.367], [2.395, -0.594, -2.371], [2.892, -2.096, -3.199], [4.136, -1.825, -4.064], [4.603, -3.233, -5.003], [2.085, -2.417, -3.851], [3.030, -2.846, -2.444], [4.956, -1.524, -3.398], [3.974, -0.975, -4.725], [-0.650, -6.139, 2.323], [-1.098, -5.637, 0.666], [-0.706, -4.186, 0.433], [1.042, -3.810, 0.639], [-2.194, -5.675, 0.622], [-0.585, -6.382, 0.049], [-1.290, -3.604, 1.124], [-0.968, -3.933, -0.575], [-1.490, 4.391, -0.061], [-2.397, 4.533, -1.604], [-1.477, 4.818, -2.804], [-0.937, 6.519, -2.709], [-3.080, 5.356, -1.486], [-2.902, 3.561, -1.763], [-2.002, 4.678, -3.765], [-0.595, 4.167, -2.837], [-0.942, -0.750, 1.396], [-0.079, -0.630, -0.172], [-0.436, 0.711, -0.800], [-2.207, 0.763, -1.138], [-0.435, -1.446, -0.805], [0.973, -0.737, 0.020], [0.081, 0.785, -1.763], [-0.163, 1.573, -0.171], [5.717, -1.986, 4.599], [4.875, -0.796, 3.548], [3.989, -1.545, 2.542], [3.232, -0.442, 1.427], [5.706, -0.296, 3.012], [4.318, -0.116, 4.194], [3.190, -2.045, 3.051], [4.673, -2.137, 1.990]],
  "lumo_ev": 0.086,
  "charge": 0,
  "molar_mass_g_mol": 1434.11,
  "homo_lumo_gap_ev": 10.29,
  "smiles": "BrCCBr.BrCCBr.BrCCBr.BrCCBr.BrCCBr.ClCCCl.ClCCCl.ClCCCl.ClCCCl.ClCCCl",
  "total_energy_ev": -847040.105
}

# 2
{
  "formula": "C20H40Cu2O27S6",
  "method": "the ωB97M-V functional and the def2-TZVPD basis",
  "elements": ["Cu", "Cu", "S", "O", "O", "O", "O", "S", "O", "O", "O", "O", "C", "C", "C", "O", "C", "H", "H", "H", "H", "H", "H", "H", "H", "C", "C", "C", "O", "C", "H", "H", "H", "H", "H", "H", "H", "H", "C", "C", "C", "O", "C", "H", "H", "H", "H", "H", "H", "H", "H", "C", "C", "O", "S", "O", "O", "O", "H", "H", "H", "H", "C", "C", "O", "S", "O", "O", "O", "H", "H", "H", "H", "C", "C", "O", "S", "O", "O", "O", "H", "H", "H", "H", "C", "C", "O", "S", "O", "O", "O", "H", "H", "H", "H"],
  "positions_angstrom": [[14.667, 4.242, -3.699], [12.129, 1.076, -2.525], [14.373, 1.032, -4.155], [14.203, 1.278, -2.792], [15.398, 0.067, -4.531], [13.034, 0.580, -4.423], [14.600, 2.367, -4.681], [11.713, 3.662, -2.205], [10.991, 4.924, -1.883], [11.307, 2.876, -3.339], [13.128, 3.898, -2.454], [11.572, 2.631, -1.207], [18.314, 4.158, -5.964], [18.372, 5.688, -5.582], [16.992, 6.026, -5.016], [16.182, 4.830, -5.163], [16.832, 3.990, -6.165], [18.719, 3.631, -5.100], [18.952, 3.823, -6.781], [18.688, 6.327, -6.407], [19.206, 5.844, -4.899], [16.632, 6.779, -5.717], [17.167, 6.357, -3.992], [16.455, 4.243, -7.156], [16.611, 2.941, -5.966], [17.057, 3.035, -0.055], [18.020, 2.419, -1.026], [17.886, 3.147, -2.369], [16.458, 3.480, -2.356], [15.979, 3.529, -1.077], [17.711, 3.817, 0.330], [16.679, 2.354, 0.708], [17.812, 1.376, -1.260], [19.067, 2.367, -0.727], [18.053, 2.489, -3.222], [18.633, 3.940, -2.398], [15.170, 2.798, -1.069], [15.607, 4.534, -0.878], [13.995, 0.833, 0.999], [15.042, -0.064, 0.254], [14.266, -0.806, -0.823], [13.006, -0.169, -0.852], [12.645, 0.220, 0.503], [14.122, 1.897, 0.800], [14.123, 0.667, 2.069], [15.547, -0.796, 0.884], [15.836, 0.498, -0.237], [14.136, -1.882, -0.702], [14.703, -0.907, -1.816], [12.369, -0.653, 1.094], [11.836, 0.941, 0.620], [12.956, 3.971, -7.340], [12.142, 2.797, -6.889], [11.653, 2.294, -8.106], [11.318, 3.516, -9.149], [9.990, 3.981, -8.781], [11.657, 3.114, -10.542], [12.471, 4.548, -8.447], [13.984, 3.711, -7.592], [12.893, 4.669, -6.505], [11.374, 3.002, -6.143], [12.733, 2.019, -6.405], [17.400, -1.377, -1.795], [17.921, -1.802, -3.187], [19.262, -2.291, -2.908], [20.037, -1.309, -1.803], [20.409, -0.020, -2.319], [20.933, -2.038, -0.959], [18.613, -1.205, -1.027], [16.768, -2.080, -1.253], [16.859, -0.457, -2.014], [18.051, -0.921, -3.815], [17.322, -2.523, -3.742], [14.552, -2.107, -6.537], [13.324, -2.854, -7.264], [13.890, -3.787, -8.147], [15.568, -3.548, -8.317], [15.793, -2.661, -9.450], [16.262, -4.820, -8.285], [15.716, -2.749, -6.914], [14.502, -2.181, -5.451], [14.539, -1.035, -6.734], [12.636, -2.144, -7.724], [12.745, -3.332, -6.473], [17.812, 0.799, -6.699], [17.867, -0.774, -6.610], [19.050, -1.129, -5.979], [20.221, -0.056, -6.392], [21.049, -0.678, -7.407], [20.806, 0.498, -5.139], [19.165, 1.081, -6.930], [17.588, 1.160, -5.695], [17.158, 1.316, -7.401], [17.830, -1.252, -7.588], [17.047, -1.220, -6.047]],
  "lumo_ev": [-1.380, -4.524],
  "charge": 0,
  "molar_mass_g_mol": 1032.01,
  "homo_lumo_gap_ev": [9.12, 5.72],
  "total_energy_ev": -230951.507,
  "s_squared": 2.006,
  "spin_multiplicity": 3
}

Q: What is the charge in the first record?
A: 0